[1]
Density functional theory data (ωB97M-V/def2-TZVPD) for one molecule with the formula C20H28O2.

```
50
Properties=species:S:1:pos:R:3
C -4.0534 1.8603 0.2811
C -3.1327 0.6841 -0.1085
C -1.7429 0.4775 -0.0363
C -0.8973 1.5891 0.5673
C 0.2165 1.1473 1.5215
C -0.4172 0.0582 2.4487
C 0.6014 2.2509 2.5537
O -0.0198 3.2717 2.8904
C 1.9673 1.9629 2.9669
C 2.7203 1.4984 1.6396
C 3.9909 0.6184 1.8919
C 4.7919 0.5124 0.6243
C 4.9526 1.1280 3.0591
C 1.5528 0.8925 0.7828
C 1.7393 -0.4880 0.0894
C 1.2416 -0.4165 -1.3634
C -0.0383 -0.5114 -1.7874
C -0.2441 -0.5011 -3.3100
C -1.1742 -0.7383 -0.8287
C -2.4941 -1.4129 -1.3122
C -3.6230 -0.4804 -0.8354
O -4.7845 -0.5836 -1.1496
H -4.0412 2.8936 -0.2738
H -3.9192 2.0592 1.3519
H -5.1209 1.5039 0.4053
H -1.5674 2.1820 1.1534
H -0.4463 2.1247 -0.3194
H -1.1090 0.5546 3.1690
H -1.0926 -0.6382 1.9856
H 0.3477 -0.5664 2.9511
H 2.3762 2.8112 3.4221
H 2.0023 1.1651 3.6584
H 3.0470 2.3531 1.0835
H 3.5000 -0.2794 2.2718
H 5.6185 1.1914 0.6850
H 4.2322 0.7309 -0.2803
H 5.1882 -0.5112 0.5201
H 4.3928 1.2336 4.0406
H 5.8739 0.4608 3.1592
H 5.3238 2.1180 2.8589
H 1.6023 1.5966 -0.0504
H 1.3121 -1.2838 0.7621
H 2.7508 -0.9165 -0.0246
H 1.9808 -0.4156 -2.2049
H -0.5614 -1.3716 -3.7466
H -1.0894 0.1516 -3.5362
H 0.6069 -0.0828 -3.8783
H -0.7531 -1.4363 -0.0638
H -2.4928 -1.6202 -2.4190
H -2.6564 -2.3691 -0.8071
```

Computed properties:
frontier orbital gap	0.3586	hartree
largest force on an atom	0.06406	hartree/bohr
SMILES	CC1=C2C[C@]3(C)C(=O)C[C@@H](C(C)C)[C@H]3C/C=C(/C)[C@@H]2CC1=O
net charge	0
energy above the lowest of the compared OMol25 structures with the same formula, charge and spin	76.0	kcal/mol
HOMO energy	-9.14	eV

[2]
Density functional theory data (ωB97M-V/def2-TZVPD) for one molecule with the formula C4H7NO2.

```
14
Properties=species:S:1:pos:R:3
C -0.1020 0.7435 1.5063
C 0.0311 0.1962 0.1087
C 1.2869 0.5717 -0.6139
O 1.9495 1.5289 -0.2850
C -1.1126 -0.0084 -0.8450
N -0.5872 -1.1187 -0.0909
O 0.1636 -1.9971 -0.9140
H 0.6537 0.2685 2.1421
H 0.0708 1.8216 1.5257
H -1.0872 0.5162 1.9205
H 1.5506 -0.0403 -1.4963
H -0.8500 0.0020 -1.9030
H -2.1203 0.3218 -0.6064
H 0.0550 -2.8330 -0.4406
```

Computed properties:
frontier orbital gap	0.3895	hartree
largest force on an atom	0.01032	hartree/bohr
SMILES	C[C@]1(C=O)CN1O
net charge	0
energy above the lowest of the compared OMol25 structures with the same formula, charge and spin	83.0	kcal/mol
HOMO energy	-9.73	eV

[3]
Density functional theory data (ωB97M-V/def2-TZVPD) for a 3-piece molecular cluster, C23H43FIN2O10S2 overall.

```
82
Properties=species:S:1:pos:R:3
C 5.3486 -3.5928 2.1057
C 3.9532 -2.9746 1.6647
C 4.0238 -1.4023 1.5108
C 3.0455 -0.9434 0.3655
O 1.7133 -0.5123 0.8760
N 0.7997 -1.0483 0.0113
C 0.6446 -0.5052 -1.2503
O 1.3542 0.5961 -1.6770
C -0.3089 -1.0635 -2.2308
N -0.3894 -0.4612 -3.5216
C -1.1089 -2.2363 -1.8292
C -2.0940 -2.8633 -2.8549
O -1.8053 -3.9481 -3.2961
O -3.2689 -2.2444 -3.2404
C -4.3772 -3.1989 -3.2368
C -0.9109 -2.7835 -0.4639
C -1.7049 -4.0539 0.0306
F -3.0259 -4.0764 -0.4447
C -0.8358 -5.3240 -0.3563
C -1.5890 -6.4207 -1.2120
C 0.0562 -2.1551 0.4516
C 0.2686 -2.6946 1.9028
C -0.9277 -2.2514 2.8926
C -2.0263 -1.3642 2.1921
I -0.0932 -1.0763 4.5492
H 5.4836 -3.3866 3.2078
H 5.3828 -4.6841 1.8674
H 6.2008 -3.0698 1.5905
H 3.6285 -3.5090 0.7346
H 3.2101 -3.2149 2.4734
H 5.0659 -1.1602 1.1414
H 3.9002 -0.8381 2.4698
H 2.9459 -1.7910 -0.3695
H 3.4697 -0.0344 -0.1509
H 1.4876 1.1779 -0.8986
H -1.3104 -0.6458 -3.9339
H -0.2265 0.5487 -3.4496
H -4.2248 -4.0005 -4.0040
H -4.5238 -3.6551 -2.2161
H -5.3072 -2.6227 -3.4852
H -1.7749 -4.0447 1.1557
H 0.0390 -4.9740 -0.9806
H -0.3668 -5.7391 0.5834
H -2.4643 -6.0450 -1.7912
H -1.8088 -7.3009 -0.5575
H -0.8466 -6.7909 -1.9789
H 1.2079 -2.3401 2.3837
H 0.2247 -3.8187 1.8186
H -1.4331 -3.1244 3.3756
H -2.6519 -1.9741 1.4746
H -2.7515 -1.0101 2.9822
H -1.6286 -0.4415 1.6959
O -1.6241 3.8006 1.3968
S -1.3259 3.3396 2.7241
O -1.9307 2.1585 3.2632
O -1.5277 4.5480 3.7569
C -2.7898 5.2308 3.7722
C -3.8598 4.4205 4.4787
C 0.4267 3.1925 2.8967
H -3.0970 5.4922 2.7566
H -2.6326 6.1656 4.3118
H -4.1040 3.5171 3.9176
H -4.7739 5.0057 4.5900
H -3.5160 4.1051 5.4655
H 0.8953 4.1027 2.5274
H 0.7477 2.3363 2.3046
H 0.6641 3.0295 3.9463
O 1.8281 6.7034 -2.0475
S 1.0638 5.5193 -2.2995
O 1.3707 4.2662 -1.6620
O 0.9750 5.2811 -3.8853
C 2.1957 5.2202 -4.6350
C 2.9032 3.8905 -4.4532
C -0.6449 5.8765 -2.0309
H 2.8494 6.0552 -4.3722
H 1.9242 5.3416 -5.6845
H 3.2658 3.7747 -3.4306
H 3.7596 3.8157 -5.1251
H 2.2214 3.0605 -4.6509
H -0.8970 6.7997 -2.5487
H -0.7949 5.9926 -0.9582
H -1.2412 5.0455 -2.4022
```

Computed properties:
frontier orbital gap	0.2932	hartree
largest force on an atom	0.05392	hartree/bohr
net charge	+1
HOMO energy	-11.86	eV

[4]
Density functional theory data (ωB97M-V/def2-TZVPD) for a 8-piece molecular cluster, C58H122Cl4N6O6 overall.

```
196
Properties=species:S:1:pos:R:3
C -1.9573 -2.6731 -0.4079
C -2.1237 -3.9496 -1.2852
C -2.3262 -5.2105 -0.4689
C -3.3012 -3.8106 -2.2809
C -3.3263 -4.8837 -3.3564
C -1.9694 -4.8321 -4.0916
C -0.6716 -4.9182 -3.2522
C -0.4216 -6.3545 -2.8650
C 0.4311 -4.4434 -4.2645
N -0.7765 -3.9503 -2.1151
O 0.2415 -4.3058 -1.1959
H -2.1267 -1.7823 -0.9915
H -2.8152 -2.6150 0.3289
H -1.0072 -2.5315 0.0544
H -2.9242 -4.8805 0.3895
H -2.8700 -5.9070 -1.0819
H -1.3678 -5.6995 -0.2839
H -4.2388 -3.8531 -1.6611
H -3.2576 -2.7989 -2.6969
H -3.4534 -5.7733 -2.8266
H -4.1611 -4.7307 -4.0354
H -1.9788 -3.8533 -4.5228
H -1.9157 -5.5742 -4.8645
H -1.2871 -6.7821 -2.3354
H 0.3935 -6.4291 -2.1313
H -0.1720 -7.0358 -3.7018
H 0.4593 -5.2402 -5.0737
H 1.4264 -4.3930 -3.7787
H 0.2783 -3.4401 -4.6846
H 1.0395 -3.8120 -1.4193
C -4.3044 0.7980 -0.1248
C -5.2736 0.1741 0.8239
C -6.2403 1.1769 1.4991
C -6.1493 -0.8857 0.1194
C -6.9239 -1.7760 1.0346
C -5.9644 -2.5508 1.9173
C -4.9421 -1.6744 2.6764
C -5.6882 -1.1384 3.9524
C -3.7595 -2.4651 3.0889
N -4.4529 -0.5472 1.8121
O -3.8511 0.3920 2.6690
H -4.8345 1.0474 -1.0749
H -3.8610 1.6458 0.3292
H -3.5298 0.0576 -0.3887
H -5.5913 1.7989 2.0604
H -6.7196 1.8197 0.7722
H -7.0164 0.7644 2.0597
H -6.8629 -0.3096 -0.4767
H -5.6366 -1.5180 -0.6023
H -7.7161 -1.2451 1.5212
H -7.4857 -2.4111 0.3335
H -5.4475 -3.2526 1.2346
H -6.3791 -3.2965 2.5505
H -5.1260 -0.4915 4.6426
H -6.0953 -1.9326 4.5972
H -6.5752 -0.5689 3.8124
H -3.0864 -1.8619 3.6246
H -3.2788 -2.8467 2.1841
H -3.8606 -3.3788 3.7060
H -2.9245 0.3029 2.5286
C 7.5390 2.8550 1.2327
C 6.4852 3.5192 0.3555
C 6.9050 4.9788 0.2222
C 6.2801 2.8334 -1.0365
C 5.0221 3.2821 -1.7728
C 3.7549 2.9931 -0.9937
C 3.8750 3.6536 0.4200
C 3.5305 5.1941 0.4532
C 2.8128 2.9349 1.2680
N 5.1621 3.3582 1.0310
O 5.1668 3.9793 2.2763
H 7.1793 1.8183 1.4584
H 8.4796 2.7277 0.7440
H 7.6245 3.4966 2.1267
H 7.9631 5.1384 0.0569
H 6.3760 5.5100 -0.5648
H 6.8160 5.3992 1.2321
H 7.1697 2.9747 -1.5780
H 6.1843 1.7610 -0.8552
H 5.0999 4.3299 -2.0020
H 5.0048 2.8095 -2.7887
H 3.4868 1.9688 -0.7870
H 2.8683 3.4004 -1.4558
H 4.1624 5.7262 -0.2299
H 3.7516 5.6511 1.4377
H 2.5072 5.4107 0.1577
H 3.0329 1.8339 1.3828
H 1.8539 3.1416 0.8126
H 2.8145 3.3912 2.2279
H 4.9660 3.2258 2.8677
C 3.7194 -6.0142 5.7472
C 3.0904 -6.0872 4.3950
C 4.1281 -5.4126 3.4062
C 2.8969 -7.5552 4.0412
C 1.8723 -7.8896 2.9702
C 0.6192 -6.9637 3.0844
C 0.8443 -5.4399 3.3705
C 1.2829 -4.6519 2.1722
C -0.4790 -4.8194 3.8644
N 1.7494 -5.4138 4.5486
O 2.0226 -4.0487 4.8659
H 4.6491 -6.5880 5.8073
H 3.8723 -4.9568 6.0248
H 3.1003 -6.4083 6.5337
H 3.8889 -5.7498 2.4087
H 4.1005 -4.3409 3.5092
H 5.1499 -5.8299 3.6101
H 3.8605 -8.0011 3.7653
H 2.7107 -7.9874 5.0100
H 2.3876 -7.7385 2.0202
H 1.4986 -8.8986 3.0380
H -0.1093 -7.2646 3.8326
H 0.0691 -7.1019 2.1056
H 2.0980 -5.0944 1.6822
H 1.5041 -3.5961 2.4004
H 0.4337 -4.6821 1.4919
H -0.8386 -5.3609 4.7115
H -1.2410 -4.9775 3.1741
H -0.4708 -3.7765 4.1741
H 1.5487 -3.9730 5.7471
C 1.0348 0.1013 -3.8844
C -0.1858 0.3040 -4.8085
C -0.0055 -0.5631 -6.0202
C -1.4920 -0.1465 -4.1969
C -2.0652 0.8942 -3.1751
C -2.0962 2.2417 -3.8286
C -0.7577 2.7535 -4.3901
C -0.9899 4.0510 -5.1662
C 0.2737 3.0734 -3.2559
N -0.3678 1.7438 -5.3197
O 0.7444 2.2345 -5.9876
H 0.7740 -0.0778 -2.8498
H 1.5953 -0.8108 -4.1672
H 1.7143 0.9870 -4.0062
H 1.0180 -0.4345 -6.4893
H -0.1439 -1.5948 -5.7808
H -0.6875 -0.2018 -6.8190
H -2.3002 -0.1490 -5.0389
H -1.3918 -1.1347 -3.7319
H -3.0371 0.5816 -2.8290
H -1.4241 0.8322 -2.3156
H -2.4554 2.8666 -2.9960
H -2.7127 2.1420 -4.7095
H -1.4638 3.7450 -6.0429
H -0.0288 4.4716 -5.3436
H -1.6073 4.6592 -4.5000
H -0.0088 3.9991 -2.6692
H 1.2458 3.1112 -3.7820
H 0.2781 2.2815 -2.5148
H 0.5127 2.3598 -6.8970
C -2.2760 4.3254 0.1727
C -2.2689 5.8090 0.7904
C -3.6549 6.0721 1.3336
C -1.2598 5.9343 1.8843
C 0.1973 5.9142 1.4807
C 0.3629 7.1979 0.5894
C -0.5422 7.2413 -0.6451
C -0.5711 8.6686 -1.2168
C 0.0377 6.1856 -1.6915
N -1.9825 6.9386 -0.1892
O -2.8346 6.8114 -1.3324
H -2.9152 3.7432 0.7990
H -2.6691 4.4665 -0.8611
H -1.2716 3.8481 0.0502
H -3.9405 5.4342 2.1449
H -3.6496 7.1300 1.7346
H -4.3692 6.0259 0.4927
H -1.5157 6.8131 2.5647
H -1.4276 5.0732 2.5290
H 0.7223 6.0892 2.3846
H 0.3307 4.9431 1.0646
H 1.3870 7.2297 0.0508
H 0.3177 8.1121 1.1792
H -0.7544 9.4389 -0.4064
H -1.4091 8.7656 -1.8991
H 0.4048 8.8469 -1.7473
H -0.5291 6.3156 -2.6120
H -0.0018 5.1198 -1.3464
H 1.0539 6.5274 -1.8699
H -3.3557 7.6539 -1.2000
Cl 5.6255 -2.1755 1.0373
C 4.6892 -1.4200 2.3275
C 5.2889 -0.0214 2.4613
Cl 4.4226 0.9469 3.8435
H 4.8842 -2.0170 3.2318
H 3.6207 -1.4303 2.1198
H 5.3384 0.6260 1.5698
H 6.2526 -0.1774 2.8584
Cl 2.1344 -1.5936 -0.3591
C 1.0130 -0.2950 0.1072
C 0.5716 -0.5486 1.5804
Cl -0.8142 0.5988 1.9566
H 0.1747 -0.3012 -0.5280
H 1.5190 0.6360 -0.0605
H 1.3191 -0.2556 2.2567
H 0.2990 -1.6060 1.6909
```

Computed properties:
frontier orbital gap	0.3237	hartree
largest force on an atom	0.06397	hartree/bohr
SMILES	CC1(C)CCCC(C)(C)N1O.CC1(C)CCCC(C)(C)N1O.CC1(C)CCCC(C)(C)N1O.CC1(C)CCCC(C)(C)N1O.CC1(C)CCCC(C)(C)N1O.CC1(C)CCCC(C)(C)N1O.ClCCCl.ClCCCl
net charge	0
energy above the lowest of the compared OMol25 structures with the same formula, charge and spin	26.7	kcal/mol
HOMO energy	-8.31	eV

- What is the formula in the fourth record?
  C58H122Cl4N6O6